{
  "formula": "C39H36N2O7Ru",
  "method": "ωB97M-V/def2-TZVPD",
  "e_tot_ha": -2238.91790,
  "total_charge": -1,
  "max_force_ev_per_a": 1.102,
  "spin_multiplicity": 6,
  "species": ["O", "H", "H", "C", "C", "C", "H", "C", "H", "C", "C", "H", "O", "C", "C", "H", "H", "C", "C", "C", "H", "H", "H", "C", "H", "H", "O", "C", "O", "C", "H", "H", "H", "C", "C", "H", "C", "H", "N", "H", "C", "H", "C", "C", "H", "C", "N", "C", "O", "H", "H", "H", "C", "H", "H", "H", "C", "H", "H", "H", "Ru", "C", "C", "C", "C", "C", "C", "C", "C", "C", "C", "H", "H", "C", "C", "H", "H", "C", "C", "O", "H", "H", "C", "O", "H"],
  "xyz": [[-1.9902, -2.8588, 0.0157], [1.5622, 4.3305, -1.3807], [-4.2328, -1.4448, -0.7148], [4.1192, -0.7939, 0.4228], [1.4568, -3.3152, -0.6297], [-4.1091, 0.5075, -1.5524], [0.4450, 2.6084, 4.1738], [0.0602, 1.5398, 2.3650], [5.8040, -1.9155, -0.2730], [4.9627, -1.4560, 2.9716], [-2.3449, 2.8173, 2.3016], [2.1356, -4.1809, -0.7127], [-0.3137, -2.1499, -1.8375], [-0.2612, 2.4375, 3.3723], [1.3015, -3.2141, 1.8113], [-3.8844, 1.7175, 0.5496], [5.2739, -1.7224, 3.9747], [1.8162, 2.5204, -0.2579], [3.8229, -0.6710, 2.7938], [2.5884, 1.8313, 0.6680], [1.9949, 1.3435, 3.1659], [-2.9437, 2.8291, -0.3970], [-0.8245, -0.3353, -5.0295], [-1.1881, 2.3575, -2.2968], [5.0433, 4.1425, 1.0955], [4.3709, 1.9074, 1.8667], [0.6498, -2.7854, 4.0485], [4.1301, 3.6972, 0.7174], [-2.6618, -4.8699, 0.7576], [-4.7523, -0.6983, -1.3046], [-0.1600, -5.1864, -0.1950], [-7.6583, -0.1431, -2.9746], [0.2633, 1.8802, -5.3278], [2.1834, 3.7950, -0.6756], [-6.0257, -0.9307, -1.8188], [1.6580, -4.1660, 2.2171], [-1.4919, 3.0612, 3.3570], [6.5589, -2.5255, 2.0148], [0.6022, -3.3609, 0.5517], [-6.5149, -1.8783, -1.6250], [5.6787, -1.9095, 1.8761], [-1.2827, 3.1305, -1.5421], [-0.3546, -4.4686, 0.6070], [3.7511, 2.4321, 1.1474], [-1.7821, 3.7297, 4.1587], [2.1125, 0.4690, 1.2031], [-0.7757, 1.3071, 1.3279], [0.6390, -3.2119, -1.8995], [1.3398, -0.2370, 0.2506], [3.7730, -0.5363, -0.5717], [0.9347, 2.0299, -0.6458], [-0.2629, -5.0098, 1.5483], [0.4402, -2.5507, 2.8704], [-1.1131, -2.5265, -1.3758], [-2.1436, -0.7926, -3.0027], [3.2686, -0.3613, 3.6713], [-0.4572, 2.6329, -3.4541], [0.0092, 3.6005, -3.5809], [-4.2410, 2.4075, -2.5524], [-6.5086, 2.0055, -3.4326], [-0.5782, -1.0072, 0.4568], [-4.7493, 1.4748, -2.3258], [-1.9471, 1.9683, 1.2749], [-2.7147, 0.7468, -0.9428], [3.3792, -0.3453, 1.5191], [-1.8037, 1.1247, -2.1228], [1.3468, 0.7732, 2.4990], [-0.3162, 1.6694, -4.4366], [3.3438, 4.3880, -0.1935], [-1.7975, -4.0527, 0.4776], [5.2522, -1.5687, 0.5933], [3.6367, 5.3756, -0.5306], [2.0572, -2.4142, -0.5377], [-6.0222, 1.2458, -2.8314], [-6.6663, 0.0387, -2.5777], [1.3243, -3.0127, -2.7250], [1.1037, -0.1582, 3.0005], [-2.8991, 1.8594, 0.1043], [-1.6630, 0.1688, -3.1297], [-2.3445, -0.4451, -0.3268], [0.1131, -4.1419, -2.1259], [2.1603, -2.5756, 1.6523], [-0.9223, 0.4278, -4.2663], [-0.4473, -1.6915, 2.4371], [-3.3174, 3.2906, 2.2454]],
  "atomic_forces_ev_per_a": [[-0.150, -0.771, 0.209], [-0.050, -0.012, -0.092], [-0.032, -0.005, -0.026], [-0.005, -0.055, 0.001], [-0.031, -0.136, 0.191], [-0.183, 0.048, -0.043], [-0.018, -0.004, -0.001], [-0.178, 0.032, -0.268], [-0.008, 0.008, 0.024], [-0.023, 0.028, -0.078], [-0.003, 0.168, -0.001], [-0.045, -0.056, 0.072], [0.171, -0.296, 0.015], [0.052, -0.001, 0.034], [0.024, -0.225, -0.184], [-0.071, -0.041, -0.022], [-0.002, 0.011, -0.023], [0.037, 0.021, -0.051], [-0.036, -0.132, 0.028], [-0.061, 0.026, -0.211], [0.012, 0.010, 0.006], [-0.038, 0.068, 0.085], [0.011, 0.007, 0.026], [-0.045, 0.034, -0.054], [-0.016, -0.013, -0.001], [-0.006, 0.031, -0.053], [0.061, 0.022, -0.027], [-0.021, -0.041, 0.035], [-0.010, -0.093, 0.008], [-0.135, -0.066, -0.034], [0.041, -0.062, 0.040], [0.020, 0.003, 0.000], [-0.026, -0.002, 0.011], [0.058, -0.064, 0.053], [0.065, 0.068, -0.005], [0.049, -0.043, -0.032], [-0.074, 0.058, 0.022], [-0.011, 0.005, -0.003], [-0.023, -0.016, -0.055], [0.019, 0.018, 0.007], [-0.055, 0.056, -0.004], [0.058, -0.024, -0.003], [0.568, -0.081, 0.035], [-0.009, 0.103, 0.070], [0.004, -0.001, -0.017], [-0.027, -0.082, -0.398], [-0.235, 0.234, 0.457], [-0.214, 0.291, -0.086], [0.566, 0.347, 0.559], [-0.006, -0.003, 0.024], [-0.046, 0.026, -0.051], [0.103, -0.048, 0.025], [-0.512, 0.593, 0.229], [0.092, 0.158, -0.083], [0.018, 0.028, -0.001], [0.018, -0.007, -0.051], [-0.009, -0.084, 0.138], [0.026, 0.068, 0.036], [-0.017, -0.028, 0.009], [0.010, -0.010, 0.008], [0.196, -0.442, -0.348], [-0.037, -0.031, 0.005], [0.370, -0.121, -0.088], [-0.159, -0.278, 0.077], [-0.113, -0.207, -0.152], [0.086, -0.053, 0.078], [-0.149, -0.030, -0.090], [-0.009, -0.033, 0.018], [-0.076, -0.045, -0.026], [-0.712, 0.743, -0.395], [0.011, -0.004, 0.069], [-0.022, -0.016, 0.011], [0.123, 0.094, 0.001], [0.046, -0.032, 0.034], [0.051, 0.045, 0.015], [-0.047, 0.051, -0.077], [-0.034, -0.184, 0.121], [0.062, -0.127, 0.096], [0.046, -0.068, 0.034], [0.121, 0.953, -0.374], [0.025, -0.113, 0.012], [0.273, 0.232, 0.030], [0.005, 0.054, -0.022], [0.269, -0.457, 0.469], [0.024, 0.002, 0.005]],
  "mulliken_spin": [0.07, 0.00, -0.01, 0.01, -0.01, 0.02, 0.00, -0.02, 0.00, 0.00, 0.00, 0.00, 0.07, 0.00, -0.01, 0.00, 0.00, 0.00, 0.00, 0.03, 0.00, 0.00, 0.00, 0.00, 0.00, 0.00, 0.02, 0.00, 0.01, 0.01, 0.00, 0.00, 0.00, 0.00, 0.00, 0.00, 0.00, 0.00, 0.08, 0.00, 0.00, 0.00, 0.01, 0.00, 0.00, -0.05, 0.04, 0.01, 0.19, 0.00, 0.00, 0.00, 0.00, -0.02, 0.00, 0.00, 0.00, 0.00, 0.00, 0.00, 4.10, 0.00, 0.02, -0.01, 0.00, 0.01, 0.03, 0.00, 0.00, -0.01, 0.00, 0.00, -0.01, 0.00, 0.00, 0.00, 0.01, 0.01, -0.02, 0.27, 0.00, 0.01, 0.00, 0.14, 0.00]
}

***

{
  "formula": "C39H37AsN3O2RhS2Si",
  "method": "ωB97M-V/def2-TZVPD",
  "total_charge": -1,
  "de_lowest_kcal_mol": 20.8,
  "max_force_ev_per_a": 0.242,
  "spin_multiplicity": 2,
  "species": ["C", "N", "C", "C", "H", "C", "C", "C", "S", "C", "C", "C", "C", "H", "C", "H", "C", "C", "C", "C", "S", "H", "Rh", "C", "As", "H", "C", "H", "H", "H", "H", "C", "H", "Si", "C", "H", "H", "C", "H", "C", "C", "H", "H", "H", "C", "C", "H", "C", "H", "C", "O", "N", "H", "C", "O", "H", "H", "H", "C", "H", "C", "C", "H", "N", "C", "C", "H", "H", "H", "C", "H", "H", "H", "C", "H", "H", "H", "H", "H", "H", "H", "C", "C", "C", "C", "C"],
  "xyz": [[-1.8759, 2.2920, -1.6380], [5.4566, -3.4743, 0.2307], [-0.0538, 2.0395, 2.7108], [0.5293, 4.6302, 1.1409], [2.8806, -0.9194, -3.2443], [-2.9961, 1.8875, 1.0375], [-4.0552, 3.7692, 2.1148], [3.6157, -1.5326, 2.7686], [-0.1224, -0.3437, -2.9015], [-2.4165, 3.8651, -3.8990], [-2.2736, -2.9193, -0.2544], [-1.7431, -1.6624, 0.0075], [-0.8512, -5.0935, -2.7760], [-0.4212, 5.1064, 1.3995], [-3.3767, -3.0479, -1.0849], [2.8628, 1.0850, -1.4301], [2.8621, 2.9382, 2.1791], [-4.9665, 2.9153, 2.7237], [0.9402, 0.6461, -2.1894], [-2.3108, -0.5247, -0.5588], [0.8398, 2.3778, -2.0689], [-1.0888, 2.3857, 2.7783], [0.4616, 0.7175, 1.2077], [0.9519, -5.1213, -1.2467], [-1.5175, 1.1880, -0.0361], [-4.4725, 3.7246, -3.2979], [3.7069, -1.7027, -0.0182], [1.7570, 5.4318, 3.9602], [-1.8114, -3.7981, 0.1763], [-0.2907, 3.8226, -4.2252], [-0.8659, -1.5607, 0.6370], [3.2382, -4.9432, -1.9427], [0.1236, 4.8718, 4.3526], [1.0982, 3.4785, 2.5250], [-0.8444, 2.7287, -2.4754], [1.5273, 3.9751, 4.9376], [3.1585, 2.1586, 2.8849], [1.9003, -5.1450, -2.2587], [-3.9922, 2.3823, -1.3053], [3.6917, -1.7446, -1.4774], [2.9258, -0.8995, -2.1617], [0.4007, 4.0813, 0.2039], [-4.7829, -2.0126, -2.3374], [-2.6224, 4.4679, -4.7745], [2.1895, 0.1982, -1.4437], [-4.8873, 1.5504, 2.4940], [2.9720, -4.4931, 1.3958], [1.3515, -4.9296, 0.0739], [3.9902, -4.9596, -2.7224], [2.6780, -4.6937, 0.3751], [-0.3873, -5.2884, -1.4541], [1.8075, -0.1386, -0.0844], [-5.5895, 0.8775, 2.9706], [1.1334, 4.5422, 4.0905], [1.7098, -0.1287, 2.5710], [-3.7958, -4.0272, -1.2830], [0.5977, -4.9274, 0.8512], [-5.7306, 3.3136, 3.3797], [2.6673, -0.8408, 2.0173], [4.3069, -2.4643, -1.9999], [-3.9351, -1.9179, -1.6696], [4.5712, -2.3368, 2.1513], [1.2605, 5.4257, 0.9698], [5.0334, -4.4432, -0.4230], [-3.9043, 1.0378, 1.6555], [2.7537, -0.8853, 0.6009], [3.5759, -1.4419, 3.8476], [-0.5093, -4.1320, -3.1694], [2.9413, 2.5024, 1.1792], [-3.1771, 2.6719, -1.9558], [-3.8461, -0.0311, 1.4886], [0.1964, 1.4990, 3.6314], [-3.8384, 0.2005, -1.8934], [-3.4044, -0.6630, -1.4083], [5.2863, -2.9012, 2.7383], [1.6160, -5.3018, -3.2895], [-4.1028, 4.8358, 2.2973], [-2.3618, 3.9274, 0.8148], [-0.5260, -5.8986, -3.4416], [-1.9369, -5.0933, -2.7221], [3.5660, 3.7726, 2.2537], [-3.4501, 3.4447, -3.0762], [3.6281, -4.6630, -0.6457], [4.5611, -2.4833, 0.7762], [-3.0755, 3.2565, 1.2788], [-1.1122, 3.5065, -3.5950]],
  "atomic_forces_ev_per_a": [[0.045, 0.022, 0.019], [-0.038, -0.131, 0.063], [-0.019, -0.079, 0.003], [-0.014, 0.001, -0.001], [0.005, -0.010, 0.014], [0.039, -0.045, 0.012], [-0.009, 0.000, -0.016], [0.017, -0.025, 0.008], [0.081, 0.029, -0.050], [-0.008, -0.030, 0.020], [-0.026, -0.022, 0.031], [-0.018, -0.010, -0.040], [-0.003, 0.017, 0.003], [-0.002, 0.005, -0.013], [0.029, 0.027, 0.017], [0.004, -0.010, 0.045], [0.008, 0.000, -0.027], [0.005, -0.007, -0.005], [0.033, -0.129, 0.032], [-0.006, -0.032, 0.010], [0.038, 0.152, -0.111], [0.011, -0.009, -0.017], [-0.146, 0.095, 0.053], [0.036, 0.016, 0.024], [-0.068, -0.022, -0.023], [0.002, -0.002, -0.002], [-0.110, -0.044, -0.135], [-0.001, -0.008, 0.001], [-0.017, 0.019, -0.015], [-0.005, -0.002, 0.001], [-0.005, -0.009, 0.015], [-0.009, 0.013, 0.008], [0.018, 0.004, 0.006], [0.049, -0.024, -0.012], [-0.017, -0.091, 0.068], [-0.001, -0.006, -0.006], [0.002, 0.008, -0.005], [0.013, 0.015, -0.021], [-0.016, -0.011, 0.012], [-0.049, 0.050, 0.036], [0.025, -0.039, -0.011], [-0.002, 0.021, 0.032], [-0.008, -0.001, 0.005], [0.003, 0.004, 0.007], [-0.082, 0.021, -0.091], [-0.007, 0.012, 0.006], [0.001, 0.020, 0.017], [0.033, 0.006, 0.019], [0.001, 0.003, 0.003], [-0.040, 0.057, -0.035], [-0.037, -0.049, -0.036], [-0.015, -0.002, 0.030], [0.001, 0.001, 0.000], [-0.034, 0.013, 0.004], [0.177, -0.011, -0.053], [-0.001, 0.001, -0.008], [0.015, -0.003, 0.001], [0.001, 0.001, 0.001], [-0.123, 0.069, 0.118], [-0.015, -0.007, 0.004], [0.009, 0.012, -0.011], [-0.017, -0.025, -0.022], [-0.006, -0.006, -0.011], [0.137, 0.200, -0.012], [-0.001, -0.014, 0.003], [0.084, -0.007, -0.027], [0.011, 0.008, -0.007], [-0.009, -0.006, 0.001], [0.007, 0.006, 0.008], [0.028, 0.019, 0.018], [-0.006, 0.008, 0.002], [-0.004, -0.002, 0.004], [-0.015, 0.034, 0.022], [0.011, -0.001, 0.001], [-0.007, -0.010, -0.015], [-0.001, -0.013, 0.011], [0.002, -0.002, -0.001], [0.010, 0.007, -0.005], [0.003, -0.008, 0.006], [0.002, 0.003, -0.004], [-0.011, 0.002, 0.002], [0.028, 0.024, -0.013], [-0.054, 0.014, 0.067], [0.066, -0.094, -0.020], [-0.010, 0.018, -0.010], [0.000, 0.007, 0.000]],
  "mulliken_spin": [0.00, 0.00, -0.07, -0.01, 0.00, -0.01, 0.00, 0.00, 0.00, 0.00, 0.00, 0.00, 0.00, 0.00, 0.00, 0.02, -0.01, 0.00, 0.00, -0.01, 0.00, 0.02, 0.90, 0.00, -0.03, 0.00, 0.03, 0.00, 0.00, 0.00, 0.02, 0.00, 0.00, 0.01, 0.00, 0.00, 0.00, 0.00, 0.00, -0.02, 0.02, 0.00, 0.00, 0.00, 0.00, 0.00, 0.00, 0.00, 0.00, 0.00, 0.00, 0.17, 0.00, 0.00, 0.02, 0.00, 0.00, 0.00, 0.02, 0.00, 0.00, 0.02, 0.00, 0.00, 0.00, -0.06, 0.00, 0.00, 0.00, 0.00, 0.00, 0.00, 0.00, 0.00, 0.00, 0.00, 0.00, 0.00, 0.00, 0.00, 0.00, 0.00, 0.00, -0.02, -0.01, 0.00]
}